Density functional theory data (wB97M-V/def2-TZVPD) for a 2-piece molecular cluster, CHClF2O overall.

* strongest force on any atom: 0.043 hartree/bohr
* energy above the lowest of the compared OMol25 structures with the same formula, charge and spin: 3.8 kcal/mol
* HOMO-LUMO gap: 12.555 eV
* SMILES: O=C(F)F.Cl

Atoms and positions in Å:
1 O -0.6979 -1.2654 -1.2288
2 C -1.0606 -0.6222 -0.3318
3 F -0.8773 0.7137 -0.2066
4 F -1.6787 -0.9904 0.7584
5 Cl 2.0517 0.6630 0.0612
6 H 2.2627 1.5013 0.9476

How is the electron density shared among the atoms? According to Mulliken, the charges in e are:
1 O -0.3182
2 C 0.6330
3 F -0.1511
4 F -0.1580
5 Cl -0.2389
6 H 0.2333



Density functional theory data (wB97M-V/def2-TZVPD) for a 6-piece molecular cluster, C38H42ClN5O13P overall.

* strongest force on any atom: 0.050 hartree/bohr
* HOMO-LUMO gap: 4.456 eV
* net charge: -1

Atoms and positions in Å:
1 C -5.7519 3.9415 4.2088
2 C -4.4191 4.1547 4.1709
3 P -3.4359 3.7540 2.5632
4 Cl -2.4880 3.5015 0.5160
5 O -3.8439 2.0816 2.6602
6 C -3.3844 1.5597 3.8654
7 C -2.0391 2.2328 4.2078
8 C -0.8832 1.2975 3.7072
9 O -0.6084 1.5888 2.3711
10 C 0.4057 0.8119 1.7955
11 C 0.1106 -0.6875 1.7265
12 C -1.1096 -0.9251 0.8357
13 O -1.9872 3.3765 3.4011
14 H -6.3659 4.3353 3.3987
15 H -6.2613 3.3179 4.9451
16 H -3.8901 4.5829 5.0282
17 H -4.6379 3.9831 1.8406
18 H -2.9652 5.0956 2.4783
19 H -3.3265 0.4705 3.7498
20 H -4.0882 1.6904 4.7023
21 H -1.8553 2.4275 5.2679
22 H 0.0193 1.4483 4.3263
23 H -1.2266 0.2671 3.8565
24 H 1.3925 1.0064 2.2476
25 H 0.4774 1.1680 0.7627
26 H 0.9918 -1.1600 1.2856
27 H -0.0221 -1.0899 2.7318
28 H -0.8013 -0.9521 -0.2126
29 H -1.8553 -0.1360 0.9440
30 H -1.5960 -1.8807 1.0485
31 C 0.3721 -4.0061 -4.6538
32 C 1.6369 -3.5438 -4.9934
33 C 2.4847 -3.0529 -4.0144
34 C 2.0442 -3.0355 -2.7038
35 C 0.7864 -3.4812 -2.3456
36 C -0.0522 -3.9719 -3.3330
37 N 2.9452 -2.5227 -1.6579
38 O 4.0387 -2.1177 -2.0022
39 O 2.5399 -2.5335 -0.5154
40 H -0.2862 -4.3901 -5.4221
41 H 1.9644 -3.5645 -6.0247
42 H 3.4691 -2.6872 -4.2675
43 H 0.4618 -3.4428 -1.3162
44 H -1.0404 -4.3227 -3.0695
45 C 3.6968 2.9197 -5.0957
46 C 3.3970 2.4660 -3.8183
47 C 2.3423 1.5893 -3.6218
48 C 1.6073 1.1816 -4.7194
49 C 1.8842 1.6256 -5.9989
50 C 2.9402 2.5030 -6.1832
51 N 0.5008 0.2307 -4.5159
52 O 0.2833 -0.1337 -3.3812
53 O -0.1149 -0.1425 -5.4966
54 H 4.5247 3.6006 -5.2448
55 H 3.9853 2.7926 -2.9720
56 H 2.0982 1.2303 -2.6330
57 H 1.2898 1.2911 -6.8357
58 H 3.1744 2.8585 -7.1773
59 C 1.2667 4.2673 5.7998
60 C 1.7058 4.7963 7.0069
61 C 3.0499 4.7483 7.3408
62 C 3.9358 4.1692 6.4496
63 C 3.5199 3.6301 5.2446
64 C 2.1730 3.6827 4.9255
65 N 5.3663 4.1353 6.7922
66 O 5.7048 4.5974 7.8656
67 O 6.1332 3.6502 5.9843
68 H 0.2178 4.3092 5.5319
69 H 0.9996 5.2505 7.6887
70 H 3.4025 5.1563 8.2760
71 H 4.2310 3.1794 4.5687
72 H 1.8200 3.2727 3.9881
73 C 3.0878 -5.2321 -10.9395
74 C 2.9290 -3.9983 -11.5562
75 C 3.2701 -2.8353 -10.8843
76 C 3.7701 -2.9325 -9.5991
77 C 3.9300 -4.1505 -8.9647
78 C 3.5840 -5.3074 -9.6449
79 N 4.1540 -1.6966 -8.8919
80 O 3.9842 -0.6435 -9.4721
81 O 4.6202 -1.8050 -7.7773
82 H 2.8243 -6.1379 -11.4695
83 H 2.5407 -3.9404 -12.5638
84 H 3.1509 -1.8702 -11.3530
85 H 4.3183 -4.2067 -7.9584
86 H 3.7044 -6.2681 -9.1633
87 C -7.5137 -3.3188 5.6122
88 C -6.4072 -4.1578 5.5860
89 C -5.1370 -3.6393 5.7803
90 C -5.0025 -2.2821 6.0030
91 C -6.0885 -1.4276 6.0267
92 C -7.3540 -1.9566 5.8280
93 N -3.6567 -1.7229 6.2275
94 O -2.7112 -2.4843 6.1693
95 O -3.5829 -0.5352 6.4520
96 H -8.5044 -3.7282 5.4625
97 H -6.5329 -5.2183 5.4145
98 H -4.2675 -4.2789 5.7602
99 H -5.9495 -0.3697 6.1937
100 H -8.2152 -1.3030 5.8423

Mulliken population analysis, charges in e, atoms 1 to 99:
1 C -0.5930
2 C -0.5120
3 P -0.0051
4 Cl -0.4948
5 O -0.4854
6 C -0.2830
7 C 0.2809
8 C -0.6194
9 O -0.1135
10 C -0.7306
11 C -0.2074
12 C -0.7676
13 O -0.2540
14 H 0.2750
15 H 0.2086
16 H 0.3354
17 H 0.0175
18 H 0.0874
19 H 0.2393
20 H 0.0767
21 H 0.4121
22 H 0.3041
23 H 0.1195
24 H 0.2582
25 H 0.3180
26 H 0.2708
27 H 0.2945
28 H -0.0034
29 H 0.2948
30 H 0.2910
31 C -0.5934
32 C -0.2962
33 C -0.3959
34 C 0.0291
35 C -0.3734
36 C -0.4019
37 N 1.0583
38 O -0.6359
39 O -0.6126
40 H 0.3831
41 H 0.4513
42 H 0.5076
43 H 0.4641
44 H 0.3973
45 C -0.4291
46 C -0.5370
47 C -0.2404
48 C 0.0103
49 C -0.4278
50 C -0.4640
51 N 1.1393
52 O -0.5736
53 O -0.6470
54 H 0.3866
55 H 0.3822
56 H 0.5351
57 H 0.4802
58 H 0.3792
59 C -0.4910
60 C -0.4617
61 C -0.3725
62 C 0.1088
63 C -0.4824
64 C -0.4261
65 N 1.0088
66 O -0.6230
67 O -0.6107
68 H 0.5321
69 H 0.3929
70 H 0.4467
71 H 0.4464
72 H 0.5449
73 C -0.4354
74 C -0.4002
75 C -0.4005
76 C 0.0695
77 C -0.2507
78 C -0.4991
79 N 1.0880
80 O -0.6236
81 O -0.5993
82 H 0.3744
83 H 0.3672
84 H 0.4521
85 H 0.4766
86 H 0.3776
87 C -0.4107
88 C -0.3833
89 C -0.4458
90 C 0.1885
91 C -0.3337
92 C -0.4773
93 N 1.0886
94 O -0.6376
95 O -0.5864
96 H 0.3696
97 H 0.3596
98 H 0.4515
99 H 0.4447



Density functional theory data (wB97M-V/def2-TZVPD) for C6H4Br2O2 as an isolated structure.

* strongest force on any atom: 0.100 hartree/bohr
* HOMO-LUMO gap (spin up / spin down): 8.186 / 6.526 eV
* 2S+1: 3

Atoms and positions in Å:
1 C 1.7252 -0.1839 -2.8333
2 C 1.5379 0.2338 -1.7239
3 C -2.4633 -0.6269 1.5525
4 C -1.5780 0.3069 1.2814
5 C -0.7247 0.2680 0.0416
6 C 1.6367 0.5237 -0.3467
7 O -1.0754 0.0834 -1.0875
8 O 0.4912 0.6079 0.4743
9 Br 3.0838 1.6604 0.2574
10 Br 2.5825 -1.5962 0.7485
11 H 1.5981 -0.4060 -3.8763
12 H -2.8062 -0.6019 2.5158
13 H -2.8945 -1.1822 0.8760
14 H -1.1135 0.9130 2.1203

How is the electron density shared among the atoms? According to Mulliken, the charges in e are:
1 C 0.0128
2 C -0.0750
3 C -0.7862
4 C -0.3204
5 C 0.8746
6 C -0.3561
7 O -0.5016
8 O -0.1763
9 Br -0.0137
10 Br 0.0122
11 H 0.4296
12 H 0.2827
13 H 0.3911
14 H 0.2263



Repeat the third record exactly.
Density functional theory data (wB97M-V/def2-TZVPD) for C6H4Br2O2 as an isolated structure.

* strongest force on any atom: 0.100 hartree/bohr
* HOMO-LUMO gap (spin up / spin down): 8.186 / 6.526 eV
* 2S+1: 3

Atoms and positions in Å:
1 C 1.7252 -0.1839 -2.8333
2 C 1.5379 0.2338 -1.7239
3 C -2.4633 -0.6269 1.5525
4 C -1.5780 0.3069 1.2814
5 C -0.7247 0.2680 0.0416
6 C 1.6367 0.5237 -0.3467
7 O -1.0754 0.0834 -1.0875
8 O 0.4912 0.6079 0.4743
9 Br 3.0838 1.6604 0.2574
10 Br 2.5825 -1.5962 0.7485
11 H 1.5981 -0.4060 -3.8763
12 H -2.8062 -0.6019 2.5158
13 H -2.8945 -1.1822 0.8760
14 H -1.1135 0.9130 2.1203

How is the electron density shared among the atoms? According to Mulliken, the charges in e are:
1 C 0.0128
2 C -0.0750
3 C -0.7862
4 C -0.3204
5 C 0.8746
6 C -0.3561
7 O -0.5016
8 O -0.1763
9 Br -0.0137
10 Br 0.0122
11 H 0.4296
12 H 0.2827
13 H 0.3911
14 H 0.2263



> Look up the strongest force on any atom of the second one.

0.050 hartree/bohr



> What is the strongest force on any atom in the first record?

0.043 hartree/bohr